i:
9
Properties=species:S:1:pos:R:3 method="wB97M-V/def2-TZVPD" molar_mass_g_mol=102.03 gap_ha="0.2556 / 0.2557" homo_ev="-9.598 / -9.598" lumo_ev="-2.64 / -2.64"
H -2.70260 0.94836 0.39712
C 1.16276 0.54120 0.07022
N -0.09887 0.81877 -0.05230
O -2.89346 0.08413 -0.08700
H 1.69070 1.48158 -0.01139
N -0.81719 -0.22427 -0.14783
C 1.39824 -0.80275 -0.02655
P -0.13787 -1.68345 -0.08021
H 2.39829 -1.16357 -0.06206


ii:
9
Properties=species:S:1:pos:R:3 method="wB97M-V/def2-TZVPD" molar_mass_g_mol=102.03 gap_ha="0.3140 / 0.2995" homo_ev="-9.965 / -9.614" lumo_ev="-1.42 / -1.47"
H -0.76146 -0.83675 0.35452
H -0.09730 1.51404 0.75298
N 3.01919 -1.11307 0.26055
H 0.06696 -0.55099 -1.22288
N 1.83672 1.15080 0.54425
O 1.02982 -1.56619 0.22050
C 0.62254 0.82243 0.44599
P 3.10933 0.34912 -0.27118
C 0.14710 -0.52837 -0.07035


iii:
9
Properties=species:S:1:pos:R:3 method="wB97M-V/def2-TZVPD" molar_mass_g_mol=102.03 gap_ha="0.2553 / 0.2390" homo_ev="-8.316 / -7.504" lumo_ev="-1.37 / -1.00"
H -2.15158 -0.75015 -1.48392
H 0.01481 -1.28687 -1.41557
H 2.64381 1.37017 1.69390
O 2.29270 0.51522 1.40828
C -1.68357 -0.30672 -0.61070
P -2.79602 0.35495 0.46885
C -0.27326 -0.56189 -0.66177
N 1.21097 0.83317 0.58217
N 0.74215 -0.16790 0.01877


It is iii that is the least stable of them.


i:
15
Properties=species:S:1:pos:R:3 method="wB97M-V/def2-TZVPD" molar_mass_g_mol=117.58 gap_ha=0.3844 homo_ev=-9.524 smiles=Cl[C@@H]1C[C@@H]2N[C@@H]2C1 lumo_ev=0.93
H -1.50846 0.02564 -1.42646
C 1.13347 -0.77190 0.02735
Cl -2.74729 -0.01865 0.55802
N 1.31725 -0.02783 1.31290
H -0.38293 -1.82148 -1.09943
C -0.26386 -1.26920 -0.19268
C -1.18184 -0.03585 -0.39344
H -0.58989 -1.95907 0.52863
H -0.27675 1.78709 -1.21181
C 1.10155 0.77679 0.10546
C -0.34239 1.22447 -0.23460
H -0.64928 1.93033 0.59183
H 0.46753 0.02010 1.88405
H 2.01136 -1.29907 -0.27751
H 1.91153 1.43864 -0.17230


ii:
15
Properties=species:S:1:pos:R:3 method="wB97M-V/def2-TZVPD" molar_mass_g_mol=117.58 gap_ha=0.3621 homo_ev=-9.103 smiles="C=C=C.CC#N.Cl" lumo_ev=0.75
H -2.18692 -1.46852 1.69099
H 1.89657 3.05340 2.26332
H 1.86988 3.04275 0.48901
N 1.17999 0.45384 0.42981
C 1.20307 1.43701 0.99597
H 1.53589 -4.77609 -2.84464
C -1.67692 -0.54098 1.26085
H -0.38649 -0.98466 -1.80388
C 1.34745 2.78537 1.38416
C -1.22355 -0.51556 -1.29087
H -1.99520 -0.34157 -2.03405
C -1.32032 -0.38912 -0.02009
H 0.32474 3.15875 1.39084
H -1.45313 0.12419 2.03206
Cl 0.88492 -5.03881 -3.94347


It is ii that is the least stable of them.


i:
15
Properties=species:S:1:pos:R:3 method="wB97M-V/def2-TZVPD" molar_mass_g_mol=117.58 gap_ha=0.3849 homo_ev=-10.489 smiles="C=C(C#N)CC.Cl" lumo_ev=-0.02
C -1.44316 -0.26123 -0.76935
H -1.63096 -0.17641 -1.86402
C -0.48903 0.89586 -0.29559
Cl 4.05307 -2.06569 -1.79968
H -0.71436 -1.07948 -0.63767
H 3.63252 -1.03384 -0.95753
C 0.36621 0.33148 0.82820
C 1.63238 -0.19795 0.67883
H 0.33344 1.11708 -1.12640
N 2.72093 -0.43643 0.37019
H 0.28868 -0.05824 2.85557
H -2.27577 -0.24358 0.01977
H -1.24821 0.71840 2.22300
H -1.03330 1.73224 0.00801
C -0.21991 0.24274 1.99500


ii:
15
Properties=species:S:1:pos:R:3 method="wB97M-V/def2-TZVPD" molar_mass_g_mol=117.58 gap_ha=0.4034 homo_ev=-10.713 lumo_ev=0.27
H 2.22649 0.12403 0.61002
C 0.05003 -0.31877 -0.98651
C -0.81065 0.52090 -0.02938
Cl -2.41669 0.09684 -0.66024
N 0.22731 2.84659 -0.40529
H -0.65295 -1.32585 -1.28114
C -0.31072 1.80024 -0.22938
H 1.96941 -0.91589 -1.53043
H -0.45606 -1.31098 1.27408
C 1.44455 -0.79279 -0.38989
H -0.05611 0.75750 1.88499
H -2.04357 0.34978 2.07313
H 1.36788 -2.14293 0.28814
H 0.39495 0.30149 -2.09695
C -0.93388 0.00985 1.47886


It is ii that is the least stable of them.


i:
25
Properties=species:S:1:pos:R:3 method="wB97M-V/def2-TZVPD" molar_mass_g_mol=115.22 gap_ha=0.3034 homo_ev=-7.704 lumo_ev=0.55
H 1.77845 0.41341 -1.94609
H 0.22430 -0.24217 -2.24587
C -1.98577 1.12051 1.54382
H -3.34608 1.59437 -0.83301
C -2.17428 1.45831 -1.08709
C 2.24566 -1.88250 1.39964
H 1.38517 -1.19238 1.45640
H 3.01649 -1.62675 2.13081
N -0.41942 -0.34676 0.22977
H -2.05809 1.19346 -2.09427
H -2.48095 -0.42879 0.14957
H -1.82918 2.47223 -0.92289
C 2.79426 -1.94039 -0.07327
H -3.06377 1.54141 1.61257
H 0.44405 1.51466 -2.20763
H -1.87397 0.33898 2.29182
C -1.67703 0.45086 0.07622
H 1.95087 -2.95020 1.66764
C 0.71874 0.60261 -1.77785
H 1.90585 -2.26459 -0.74338
H 3.57554 -2.70856 -0.24694
H 3.18280 -1.03970 -0.43800
H -1.22306 1.84058 1.87727
C 0.23621 0.59321 -0.31245
H 0.40072 1.55574 0.26947


ii:
25
Properties=species:S:1:pos:R:3 method="wB97M-V/def2-TZVPD" molar_mass_g_mol=115.22 gap_ha=0.2284 homo_ev=-7.862 lumo_ev=-1.65
C 2.50803 -1.28493 -0.63851
H -1.96119 1.66931 -2.99385
H -3.34050 1.61361 -1.89719
C 0.76131 -0.60694 1.90245
C 1.52219 -0.13795 -0.39795
C -1.42797 -0.65182 0.97511
H 1.45991 -1.38023 2.23734
C -2.48960 1.03137 -2.27818
H -2.88121 0.13745 -2.77897
H -1.10406 1.34799 1.75891
H -2.23047 -1.27364 0.57660
H -2.76437 0.98263 0.98283
H 0.49252 -0.59306 -0.51062
C 1.51560 0.38034 1.01583
H -1.81599 0.73563 -1.48996
C -1.74175 0.68214 1.19218
H 2.42215 -1.66979 -1.66534
N -0.29081 -1.28629 1.18198
H 1.00027 1.34688 1.04955
H -0.18515 0.88023 -0.87352
H 0.35752 -0.03369 2.74412
H 1.79897 0.68127 -1.06907
H 3.53081 -0.98205 -0.42310
H 2.33608 -2.15207 0.01353
H 2.52770 0.56360 1.38584


iii:
25
Properties=species:S:1:pos:R:3 method="wB97M-V/def2-TZVPD" molar_mass_g_mol=115.22 gap_ha=0.3476 homo_ev=-8.301 smiles=CCCCN(C)CC lumo_ev=1.16
H -2.66677 -1.28481 0.07349
C -0.45631 0.55639 -0.33815
H 4.06572 0.72920 -0.47905
H -0.39858 -0.47852 1.50379
C 0.85718 -0.89473 -1.85302
C 3.28471 0.01534 -0.21573
H 2.02233 1.46700 -1.14822
C -0.83062 0.44862 1.12174
C -2.34406 0.43819 1.36843
N 0.80041 -0.18203 -0.60531
H 3.42903 -0.79022 -0.93906
H 0.92364 -0.23711 -2.73422
H -2.76050 1.32088 0.85904
H 0.00416 -1.55336 -1.97562
H 3.42783 -0.37042 0.78413
H -1.13016 0.06123 -1.04092
H -4.09130 -0.69448 0.92691
C -3.01938 -0.86325 1.01162
H 1.66590 -1.62268 -1.80134
H 1.71311 1.29457 0.52670
H -2.59251 0.78309 2.36653
H -0.39307 1.16561 1.81485
H -0.42981 1.59762 -0.68453
C 1.92626 0.69346 -0.35467
H -3.00719 -1.59957 1.81262


It is ii that is the least stable of them.


i:
12
Properties=species:S:1:pos:R:3 method="wB97M-V/def2-TZVPD" molar_mass_g_mol=104.08 gap_ha=0.3410 homo_ev=-9.005 lumo_ev=0.27
C -0.74697 0.21411 -0.03867
H -0.73439 0.36725 -1.08787
H -1.28647 1.06630 0.16658
O 1.43284 1.36514 -0.03202
C 2.20493 -0.69999 -0.28613
O 3.66796 1.26762 -0.13355
C 0.58686 0.48629 0.59279
H -1.35418 -0.54183 0.57779
C 2.63353 0.69235 -0.18741
F 3.10792 -1.53568 0.28837
H 1.68575 -0.95439 -1.15939
H 0.77622 0.28232 1.56862


ii:
12
Properties=species:S:1:pos:R:3 method="wB97M-V/def2-TZVPD" molar_mass_g_mol=104.08 gap_ha=0.3718 homo_ev=-9.161 lumo_ev=0.96
H -2.80137 -1.83476 0.74936
O -0.91034 -0.73848 -0.18240
C 1.96157 -0.07770 0.02204
H 2.36280 -0.05077 0.95094
H 1.33018 1.88411 0.06589
H -1.18043 1.34115 0.05693
C 0.89044 0.84490 -0.09397
F 1.38455 -1.25967 -0.29005
O -3.05968 0.18588 -0.26483
C -0.39818 0.50379 -0.25273
C -2.35823 -0.71510 0.03134
H 2.77870 -0.08334 -0.79251


It is ii that is the least stable of them.


i:
19
Properties=species:S:1:pos:R:3 method="wB97M-V/def2-TZVPD" molar_mass_g_mol=125.12 gap_ha=0.3759 homo_ev=-9.725 smiles="CNCC(=O)O.O.O" lumo_ev=0.50
H 2.10280 0.35106 1.42737
C -0.17962 1.17910 0.13932
O -2.43918 1.91388 0.37888
H 0.14567 -2.50617 2.89378
H 0.18127 1.89719 -0.63585
O -2.01912 0.42475 -1.19341
O 0.30341 -1.55768 2.78392
H 0.16367 -2.01441 -2.86931
H 0.36233 -0.64739 -0.68560
H 2.61046 -0.66772 0.05537
H -3.32858 1.54210 0.41358
H 0.07986 -1.27999 1.88458
O -0.40610 -1.31754 -3.16352
C -1.59059 0.99731 -0.22564
H 0.08193 1.60978 1.11775
H -1.06798 -1.07487 -2.50429
H 2.39797 1.03950 -0.27588
C 2.01734 0.19493 0.33483
N 0.58445 -0.08384 0.12411


ii:
19
Properties=species:S:1:pos:R:3 method="wB97M-V/def2-TZVPD" molar_mass_g_mol=125.12 gap_ha=0.3549 homo_ev=-9.343 smiles="C[C@@H](N)C(=O)O.O.O" lumo_ev=0.31
H 0.93877 -1.99495 2.11104
H -2.53910 2.89083 -2.18417
C -0.57467 -0.19520 0.26753
H 1.89899 0.99828 0.89367
H -1.08907 2.79942 -2.44787
O 1.43089 -2.34610 2.85537
O -1.86965 2.23036 -2.41303
H -0.83473 -0.85486 1.08709
H 2.32373 -1.98494 2.82403
H -0.26946 1.54357 1.58102
H -1.57369 -0.09705 -1.57631
C -0.93160 1.20911 0.78443
H -1.94526 1.16235 1.18006
O 1.77366 0.06508 0.70228
C 0.82550 -0.26354 -0.26976
N -1.52409 -0.67797 -0.75405
H -0.97564 1.97732 0.01170
H -2.44718 -0.85251 -0.35641
O 1.16663 -0.58203 -1.35657


It is ii that is the least stable of them.